DFT (wB97M-V/def2-TZVPD) results for a gas-phase ion, C5H9N2O (charge +1) at a distorted geometry.

Last column: Mulliken charge in e.
CARTESIAN COORDINATES (ANGSTROEM)
1 C -1.016 -1.383 -0.758  -1.485
2 C -0.310 -0.515 0.235  0.970
3 C -1.123 -0.523 1.569  -0.140
4 O -1.630 0.453 2.121  -0.436
5 N 1.033 -0.845 0.269  -0.413
6 C 1.865 0.059 0.108  -0.155
7 C 1.298 1.388 -0.224  -0.421
8 N -0.214 1.081 -0.260  -0.268
9 H -0.307 -1.409 -1.617  0.381
10 H -2.009 -1.154 -1.116  0.403
11 H -1.051 -2.394 -0.385  0.404
12 H -1.450 -1.568 1.813  0.358
13 H 2.919 -0.034 0.018  0.407
14 H 1.710 2.270 0.347  0.334
15 H 1.735 1.598 -1.293  0.287
16 H -0.767 1.701 0.354  0.392
17 H -0.684 1.277 -1.182  0.380

Output
Energy relative to the best compared isomer or geometry (same formula, charge and spin) ... 233.9 kJ/mol
Gap between HOMO and LUMO ... 10.9 eV
Strongest force on any atom ... 0.063 Eh/bohr
Energy ... -380.36273 Ha
Net charge ... +1



DFT (wB97M-V/def2-TZVPD) results for a molecular structure, C21H16F6N4O6RhS2.

Last column: Mulliken charge in e.
CARTESIAN COORDINATES (ANGSTROEM)
1 Rh 0.543 0.163 -0.235  0.632
2 C -2.154 0.359 4.641  -0.447
3 C -2.356 1.051 3.455  -0.934
4 C -1.382 1.041 2.470  0.013
5 C -0.205 0.344 2.707  0.257
6 C 0.022 -0.337 3.898  -0.538
7 C -0.970 -0.334 4.861  -0.633
8 N 0.820 0.356 1.701  1.487
9 N 1.982 0.492 2.119  -1.030
10 C 2.968 0.454 1.115  0.103
11 C 4.297 0.590 1.440  -0.451
12 C 5.222 0.497 0.404  -0.389
13 C 4.779 0.260 -0.883  -0.840
14 C 3.416 0.147 -1.131  -0.325
15 N 2.540 0.260 -0.142  0.874
16 H -2.923 0.362 5.402  0.421
17 H -3.269 1.609 3.299  0.446
18 H -1.511 1.597 1.554  0.468
19 H 0.947 -0.876 4.048  0.491
20 H -0.820 -0.874 5.786  0.399
21 H 4.582 0.758 2.468  0.572
22 H 6.278 0.603 0.609  0.432
23 H 5.472 0.171 -1.707  0.468
24 H 3.015 -0.019 -2.120  0.614
25 F -1.886 1.840 -4.740  -0.207
26 C -1.559 1.102 -3.697  0.668
27 F -2.228 1.520 -2.627  -0.220
28 F -1.863 -0.172 -3.927  -0.220
29 S 0.259 1.230 -3.401  1.037
30 O 0.551 0.218 -2.367  -0.658
31 O 0.890 1.003 -4.649  -0.629
32 N 0.384 2.696 -2.853  -0.466
33 S 1.006 2.998 -1.452  1.100
34 O 2.433 3.005 -1.380  -0.624
35 O 0.325 2.251 -0.360  -0.484
36 C 0.400 4.718 -1.175  0.487
37 F -0.921 4.735 -1.154  -0.182
38 F 0.852 5.497 -2.137  -0.178
39 F 0.874 5.118 -0.003  -0.184
40 C -3.608 -0.747 -0.627  -2.129
41 C -2.134 -0.999 -0.498  1.724
42 O -1.453 0.044 -0.326  -0.153
43 C -1.598 -2.327 -0.557  0.505
44 C -2.493 -3.401 -0.817  -1.178
45 C -2.079 -4.699 -0.848  -0.984
46 C -0.723 -4.982 -0.605  -0.400
47 C 0.173 -3.981 -0.349  -0.841
48 C -0.230 -2.629 -0.324  0.651
49 O 0.731 -1.773 -0.057  -0.526
50 H -3.793 0.320 -0.554  0.315
51 H -4.151 -1.272 0.160  0.498
52 H -3.977 -1.110 -1.587  0.458
53 H -3.535 -3.182 -1.000  0.402
54 H -2.777 -5.496 -1.055  0.423
55 H -0.379 -6.008 -0.625  0.429
56 H 1.217 -4.192 -0.166  0.476

Output
Energy relative to the best compared isomer or geometry (same formula, charge and spin) ... 0.0 kJ/mol
Gap between HOMO and LUMO ... 6.5 eV
Strongest force on any atom ... 0.012 Eh/bohr
Energy ... -2986.21354 Ha
Net charge ... +1



DFT (wB97M-V/def2-TZVPD) results for 2 unconnected molecules or ions with the total composition C5H10O2 at a distorted geometry.

Last column: Mulliken charge in e.
CARTESIAN COORDINATES (ANGSTROEM)
1 C 1.834 -0.722 1.227  -0.918
2 C 0.698 -0.689 -1.653  -0.493
3 O 0.082 0.370 -1.274  -0.288
4 C -0.899 0.477 -0.372  0.492
5 C -1.182 1.853 0.131  -1.153
6 C -1.752 -0.646 -0.125  -0.003
7 O -2.642 -0.673 0.715  -0.544
8 H 2.141 -0.237 2.155  0.325
9 H 1.773 -1.802 1.381  0.283
10 H 2.562 -0.501 0.442  0.263
11 H 1.445 -0.537 -2.419  0.289
12 H 0.508 -1.646 -1.182  0.340
13 H 0.845 -0.338 0.955  0.114
14 H -1.843 1.744 0.995  0.354
15 H -0.270 2.368 0.451  0.308
16 H -1.693 2.484 -0.608  0.324
17 H -1.605 -1.504 -0.821  0.305

Output
Energy relative to the best compared isomer or geometry (same formula, charge and spin) ... 425.1 kJ/mol
Gap between HOMO and LUMO (alpha / beta) ... 7.4 / 8.2 eV
Strongest force on any atom ... 0.029 Eh/bohr
Energy ... -346.86353 Ha
Net charge ... 0



DFT (wB97M-V/def2-TZVPD) results for 2 unconnected molecules or ions with the total composition C5H13NO at a distorted geometry.

Last column: Mulliken charge in e.
CARTESIAN COORDINATES (ANGSTROEM)
1 C -0.567 -2.087 1.846  -1.176
2 C 0.022 -1.319 0.707  -0.265
3 C -0.069 -0.009 0.457  0.745
4 C -0.981 0.877 1.275  -1.653
5 N 0.277 0.429 -0.882  -0.354
6 C -0.147 1.745 -1.375  -1.010
7 H 0.203 -2.589 2.435  0.288
8 H -1.208 -2.871 1.432  0.295
9 H -1.198 -1.516 2.518  0.314
10 H 0.561 -1.894 -0.037  0.368
11 H -0.755 1.938 1.252  0.412
12 H -2.005 0.730 0.918  0.315
13 H -0.962 0.588 2.325  0.454
14 H -0.228 -0.226 -1.464  0.249
15 H 0.618 2.510 -1.220  0.277
16 H -1.072 2.097 -0.911  0.391
17 H -0.280 1.711 -2.448  0.374
18 O 2.633 0.206 -2.593  -0.689
19 H 3.012 -0.677 -2.479  0.296
20 H 2.146 0.357 -1.752  0.369

Output
Energy relative to the best compared isomer or geometry (same formula, charge and spin) ... 149.6 kJ/mol
Gap between HOMO and LUMO ... 9.1 eV
Strongest force on any atom ... 0.028 Eh/bohr
Energy ... -328.26188 Ha
Net charge ... 0



DFT (wB97M-V/def2-TZVPD) results for 2 unconnected molecules or ions with the total composition C4H5N3 at a distorted geometry.

Last column: Mulliken charge in e.
CARTESIAN COORDINATES (ANGSTROEM)
1 C -1.527 0.284 -0.142  -0.863
2 N -0.325 -0.532 -0.103  -0.134
3 C 0.742 -0.309 0.592  0.036
4 C 2.021 -0.018 -1.469  -0.167
5 N 1.574 -0.924 -2.073  -0.573
6 C 0.747 0.671 1.643  -0.002
7 N 0.737 1.441 2.506  -0.279
8 H -1.669 0.794 0.813  0.321
9 H -2.377 -0.368 -0.348  0.292
10 H -1.419 1.016 -0.950  0.341
11 H -0.106 -1.103 -0.935  0.423
12 H 1.601 -0.953 0.466  0.605

Output
Energy relative to the best compared isomer or geometry (same formula, charge and spin) ... 402.8 kJ/mol
Gap between HOMO and LUMO (alpha / beta) ... 7.5 / 7.6 eV
Strongest force on any atom ... 0.023 Eh/bohr
Energy ... -319.55881 Ha
Net charge ... 0



DFT (wB97M-V/def2-TZVPD) results for 2 unconnected molecules or ions with the total composition C27H48BF3N3O9 at a distorted geometry.

Last column: Mulliken charge in e.
CARTESIAN COORDINATES (ANGSTROEM)
1 C 2.324 -6.325 0.551  -1.394
2 C 1.849 -4.898 0.804  0.238
3 O 2.704 -4.156 1.614  -0.385
4 C 3.662 -3.385 0.926  -1.023
5 C 3.284 -1.924 0.870  0.108
6 O 1.907 -1.856 0.551  -0.005
7 C 1.315 -0.566 0.712  -2.346
8 C 0.537 -0.266 -0.557  0.501
9 C -0.192 -1.574 -0.791  -1.641
10 B -1.085 -2.054 0.436  0.471
11 O -1.781 -1.216 1.243  -0.724
12 O -1.208 -3.398 0.666  -0.739
13 C -0.436 0.906 -0.341  -0.345
14 C -1.774 0.866 -1.079  -0.680
15 C -1.857 0.761 -2.594  -0.483
16 C -3.305 1.008 -3.018  -1.413
17 C -4.202 -0.155 -2.621  -0.545
18 O -4.977 0.268 -1.486  -0.282
19 C -5.765 -0.709 -0.957  0.660
20 C -5.644 -0.820 0.525  -0.697
21 O -6.517 -1.402 -1.644  -0.608
22 C 0.192 2.327 -0.391  1.456
23 C -0.075 3.030 0.933  -0.942
24 C -1.523 3.203 1.418  1.276
25 C -1.337 3.214 2.970  -1.460
26 C -2.229 4.454 0.956  -2.039
27 O -0.329 3.052 -1.588  -0.470
28 C -0.176 4.324 -1.574  0.761
29 N -0.026 5.510 -1.538  -0.739
30 C 1.715 2.314 -0.520  -3.214
31 C 2.312 1.288 -1.481  0.159
32 C 3.811 1.181 -1.241  0.342
33 F 4.358 0.130 -1.887  -0.247
34 F 4.356 2.300 -1.766  -0.339
35 F 4.168 1.126 0.031  -0.174
36 N 1.580 -0.018 -1.614  1.282
37 C 1.151 -0.192 -3.017  -0.540
38 C 2.326 -0.486 -3.912  -0.619
39 N 2.838 -1.627 -3.827  -0.427
40 H 1.977 -6.624 -0.431  0.352
41 H 1.871 -7.011 1.246  0.338
42 H 3.400 -6.405 0.533  0.334
43 H 1.642 -4.404 -0.142  -0.059
44 H 0.897 -4.945 1.317  0.494
45 H 4.620 -3.522 1.411  0.377
46 H 3.755 -3.779 -0.083  0.472
47 H 3.523 -1.409 1.790  0.415
48 H 3.842 -1.520 0.026  -0.124
49 H 2.099 0.147 0.913  1.279
50 H 0.686 -0.474 1.577  0.462
51 H -0.838 -1.533 -1.663  -0.028
52 H 0.512 -2.361 -1.017  0.566
53 H -1.775 -1.539 2.149  0.307
54 H -0.437 -3.858 0.332  0.302
55 H -0.697 0.805 0.697  0.925
56 H -2.267 1.794 -0.839  1.065
57 H -2.427 0.117 -0.662  -0.005
58 H -1.594 -0.210 -3.006  0.290
59 H -1.266 1.501 -3.115  0.175
60 H -3.666 1.871 -2.480  0.502
61 H -3.386 1.180 -4.081  0.581
62 H -4.843 -0.480 -3.424  0.542
63 H -3.575 -0.966 -2.272  0.184
64 H -6.352 -0.142 0.974  0.283
65 H -5.861 -1.832 0.812  0.325
66 H -4.650 -0.532 0.832  0.069
67 H 0.492 3.950 1.010  1.133
68 H 0.396 2.337 1.672  -0.313
69 H -2.123 2.325 1.232  0.041
70 H -0.381 3.663 3.167  0.323
71 H -1.355 2.198 3.322  0.280
72 H -2.098 3.809 3.462  0.497
73 H -2.468 4.381 -0.102  0.308
74 H -1.640 5.345 1.116  0.330
75 H -3.182 4.566 1.453  0.548
76 H 2.087 3.267 -0.865  0.975
77 H 2.087 2.218 0.490  0.681
78 H 2.257 1.770 -2.442  0.562
79 H 2.262 -0.775 -1.474  0.721
80 H 0.473 -1.015 -3.155  0.725
81 H 0.653 0.685 -3.393  0.110
82 H 2.688 0.301 -4.558  0.412
83 H 3.624 -1.710 -4.470  0.298
84 O 1.266 -0.293 6.139  -0.948
85 C 1.245 0.784 5.331  -0.495
86 C 1.083 0.443 3.811  0.676
87 O 1.063 1.527 2.956  -0.668
88 H 2.165 1.433 5.360  0.142
89 H 0.415 1.524 5.529  0.065
90 H 0.151 -0.198 3.781  -0.199
91 H 1.896 -0.302 3.613  -0.363

Output
Gap between HOMO and LUMO ... 2.4 eV
Strongest force on any atom ... 0.086 Eh/bohr
Energy ... -2223.33805 Ha
Net charge ... -1



DFT (wB97M-V/def2-TZVPD) results for 2 unconnected molecules or ions with the total composition C3H4BrNO2 at a distorted geometry.

Last column: Mulliken charge in e.
CARTESIAN COORDINATES (ANGSTROEM)
1 C 0.984 0.324 -0.011  -0.290
2 C -1.259 0.075 0.197  -0.058
3 C 1.736 -0.886 -0.015  -0.629
4 N -2.054 1.165 -0.021  0.885
5 O -1.548 2.271 -0.125  -0.568
6 O -3.262 0.937 0.034  -0.549
7 Br -1.772 -1.611 -0.251  0.007
8 H 1.277 1.310 0.291  0.433
9 H 2.260 -1.048 0.936  0.249
10 H 1.118 -1.754 -0.259  0.236
11 H 2.520 -0.782 -0.776  0.285

Output
Energy relative to the best compared isomer or geometry (same formula, charge and spin) ... 513.3 kJ/mol
Gap between HOMO and LUMO (alpha / beta) ... 8.2 / 8.1 eV
Multiplicity ... 3
Strongest force on any atom ... 0.107 Eh/bohr
Energy ... -2895.62446 Ha
Net charge ... 0



DFT (wB97M-V/def2-TZVPD) results for a molecular structure, C23H44Be2Br3ClF10MgN2NbO19P2S2V at a distorted geometry.

Last column: Mulliken charge in e.
CARTESIAN COORDINATES (ANGSTROEM)
1 C -3.354 4.043 -5.346  -0.603
2 N -2.742 2.764 -4.890  0.069
3 C -2.027 2.880 -3.597  -0.438
4 Nb -2.140 0.976 -2.271  -1.248
5 Cl -0.934 2.384 -0.578  -0.419
6 C -2.960 -0.112 -4.102  -0.995
7 C -4.499 0.225 -4.289  0.712
8 C -4.908 -0.031 -5.829  -1.027
9 C -5.847 1.148 -6.341  -0.063
10 C -7.251 1.222 -5.586  -0.559
11 O -7.492 2.652 -5.314  -0.205
12 C -8.249 3.206 -6.441  -0.796
13 C -4.207 1.700 -1.651  0.777
14 O -5.138 0.884 -1.399  -0.538
15 O -4.596 3.056 -1.474  -0.536
16 C -2.155 -0.855 -0.965  0.778
17 Br -1.840 -2.724 -1.658  -0.184
18 C -2.408 -0.855 0.458  0.184
19 C -2.679 0.462 1.256  -0.482
20 Br -2.407 -2.522 1.562  -0.150
21 P 0.231 0.439 -3.207  0.495
22 O 0.482 -1.205 -3.464  -0.279
23 Br 1.594 1.037 -1.530  0.358
24 H -4.322 3.900 -5.940  0.121
25 H -3.599 4.767 -4.501  0.058
26 H -2.610 4.576 -6.030  0.329
27 H -2.148 2.416 -5.652  0.238
28 H -0.939 3.203 -3.761  0.490
29 H -2.519 3.698 -2.979  0.046
30 H -2.853 -1.256 -4.057  0.402
31 H -2.343 0.179 -5.031  0.363
32 H -4.725 1.337 -4.127  -0.552
33 H -5.176 -0.464 -3.688  0.552
34 H -5.416 -1.047 -5.980  0.361
35 H -4.005 -0.055 -6.538  0.346
36 H -5.298 2.157 -6.379  -0.157
37 H -6.079 0.914 -7.446  0.480
38 H -8.072 0.748 -6.230  0.388
39 H -7.155 0.615 -4.629  0.414
40 H -7.848 4.258 -6.662  0.313
41 H -9.342 3.257 -6.096  0.281
42 H -8.122 2.616 -7.404  0.348
43 H -1.674 0.951 1.528  0.061
44 H -3.384 1.219 0.809  0.140
45 H -3.133 0.169 2.269  0.242
46 H 0.916 -1.545 -2.638  0.272
47 Be -4.539 5.070 -1.742  0.523
48 Mg -6.710 3.528 -3.446  0.746
49 C 5.896 0.734 4.198  -0.696
50 O 5.341 -0.345 3.455  -0.317
51 P 4.111 0.010 2.502  0.758
52 O 4.283 1.228 1.689  -0.704
53 O 2.826 0.037 3.489  0.167
54 C 2.674 -1.005 4.455  -0.842
55 O 3.876 -1.330 1.691  -0.401
56 C 2.794 -1.289 0.773  -0.482
57 H 6.401 0.329 5.075  0.468
58 H 6.623 1.265 3.580  0.114
59 H 5.119 1.426 4.529  0.269
60 H 3.116 -0.679 5.404  0.363
61 H 3.148 -1.935 4.133  0.550
62 H 1.602 -1.189 4.606  0.706
63 H 2.651 -0.285 0.360  -0.006
64 H 1.888 -1.609 1.291  0.318
65 H 2.992 -1.973 -0.052  0.339
66 F 3.105 0.042 -2.798  -0.562
67 C -1.796 -0.771 5.305  -0.967
68 C -0.833 0.126 4.500  1.104
69 O -1.354 1.137 4.005  -0.573
70 O 0.356 -0.278 4.450  -0.683
71 H -2.809 -0.366 5.315  0.342
72 H -1.830 -1.771 4.869  0.242
73 H -1.438 -0.843 6.336  0.331
74 O -1.564 -2.645 7.261  -0.863
75 V -0.288 -2.972 8.400  1.576
76 O 0.963 -3.335 9.540  -0.739
77 C 7.018 4.810 5.274  -0.825
78 C 8.370 4.478 5.875  -0.209
79 O 8.445 4.726 7.268  -0.366
80 C 7.952 3.728 8.184  0.187
81 O 8.480 2.552 7.942  -0.566
82 C 6.378 3.685 8.287  0.648
83 F 5.864 4.929 8.249  -0.247
84 F 5.979 3.163 9.459  -0.256
85 F 5.761 2.982 7.317  -0.194
86 H 6.599 5.717 5.714  0.303
87 H 7.106 4.948 4.192  0.373
88 H 6.307 4.000 5.434  0.003
89 H 9.104 5.154 5.425  0.342
90 H 8.692 3.464 5.607  0.219
91 H 8.215 4.197 9.152  0.274
92 O 8.671 1.940 2.332  -0.408
93 H 8.782 2.468 1.508  0.464
94 H 9.517 1.869 2.832  0.467
95 H 8.289 1.052 2.141  0.475
96 C -2.571 -5.696 -3.482  0.705
97 F -3.314 -4.800 -4.153  -0.195
98 F -1.534 -5.014 -2.945  -0.273
99 F -3.320 -6.111 -2.441  -0.237
100 S -2.013 -7.084 -4.528  0.926
101 O -1.217 -6.458 -5.565  -0.586
102 O -3.236 -7.707 -4.989  -0.596
103 N -1.210 -7.862 -3.399  -0.193
104 S -0.526 -9.204 -3.913  0.966
105 O 0.594 -9.043 -4.818  -0.571
106 O -1.424 -10.293 -4.238  -0.564
107 C 0.231 -9.689 -2.324  0.676
108 F -0.690 -9.859 -1.354  -0.230
109 F 1.088 -8.754 -1.864  -0.235
110 F 0.920 -10.836 -2.408  -0.203
111 Be 1.462 0.843 4.872  0.456

Output
Gap between HOMO and LUMO ... 0.9 eV
Strongest force on any atom ... 0.167 Eh/bohr
Energy ... -14330.82418 Ha
Net charge ... +2